{"formula": "C23H61NO8S7", "method": "ωB97M-V/def2-TZVPD", "species": ["C", "S", "O", "C", "H", "H", "H", "H", "H", "H", "C", "S", "O", "C", "H", "H", "H", "H", "H", "H", "C", "S", "O", "C", "H", "H", "H", "H", "H", "H", "C", "S", "O", "C", "H", "H", "H", "H", "H", "H", "C", "S", "O", "C", "H", "H", "H", "H", "H", "H", "C", "S", "O", "C", "H", "H", "H", "H", "H", "H", "C", "S", "O", "C", "H", "H", "H", "H", "H", "H", "C", "C", "C", "C", "C", "C", "N", "O", "C", "C", "C", "H", "H", "H", "H", "H", "H", "H", "H", "H", "H", "H", "H", "H", "H", "H", "H", "H", "H", "H"], "coordinates": [[-2.35483, -4.16598, -3.60449], [-2.75368, -5.25827, -4.98454], [-1.56417, -6.12208, -5.20716], [-4.00505, -6.17983, -4.02958], [-2.04021, -4.59869, -2.65067], [-3.21924, -3.51773, -3.41527], [-1.53225, -3.46598, -3.77979], [-3.64696, -6.49312, -3.05123], [-4.28678, -7.03903, -4.64267], [-4.93826, -5.62989, -3.88944], [2.96976, -3.04913, -3.43590], [2.01631, -4.03210, -2.23884], [0.58001, -3.69488, -2.50891], [2.25855, -5.64787, -2.99299], [3.94439, -3.46400, -3.70848], [3.19424, -2.09555, -2.96140], [2.39517, -2.98358, -4.35887], [1.63529, -6.36866, -2.47090], [3.29570, -5.95211, -2.84166], [2.00073, -5.51731, -4.04141], [3.76337, 2.79253, -2.67217], [3.84352, 2.42069, -0.92915], [5.30273, 2.47423, -0.55767], [3.03370, 3.91524, -0.24252], [4.71850, 3.16725, -3.02893], [2.92478, 3.47360, -2.82058], [3.50683, 1.88095, -3.21312], [3.01410, 3.79838, 0.83349], [2.05922, 4.00851, -0.71796], [3.65145, 4.72760, -0.62737], [-3.93808, 3.93509, -1.08016], [-4.21582, 5.50577, -1.96576], [-3.39374, 5.35668, -3.19804], [-5.96925, 5.25918, -2.37896], [-2.91749, 3.92627, -0.68999], [-3.87653, 3.16421, -1.85139], [-4.63111, 3.72541, -0.27034], [-6.15079, 4.46761, -3.10599], [-6.36859, 6.17288, -2.82115], [-6.51631, 5.07878, -1.45306], [-0.98192, -4.47272, 2.79784], [-1.16595, -4.27378, 0.98547], [-1.22566, -5.62197, 0.33732], [-2.87059, -3.68442, 1.11411], [0.00996, -4.83001, 3.04280], [-1.78432, -5.17248, 3.03252], [-1.25062, -3.50374, 3.21512], [-3.46109, -4.38961, 1.69555], [-3.26929, -3.78587, 0.09951], [-2.82925, -2.61586, 1.31238], [0.44962, 0.28279, -2.52855], [-0.31913, 0.51021, -0.91538], [-1.34100, 1.60650, -1.10146], [-1.25736, -1.05874, -0.88269], [-0.29428, 0.18503, -3.31442], [1.14859, -0.55390, -2.45376], [1.09252, 1.14702, -2.70812], [-0.75234, -1.74265, -0.20262], [-1.20408, -1.49636, -1.87761], [-2.25183, -0.74719, -0.57593], [-0.36527, 7.24394, -3.37635], [0.90628, 5.93441, -3.46185], [1.95737, 6.48854, -2.53250], [-0.06899, 4.72329, -2.55467], [-1.29535, 6.93677, -3.85324], [0.04763, 8.16195, -3.78860], [-0.55389, 7.46962, -2.32505], [-0.07275, 5.08470, -1.52143], [0.27110, 3.69170, -2.46762], [-1.06963, 4.76476, -2.98762], [2.27436, 0.15609, 1.82776], [1.36239, -0.05438, 3.03152], [1.43130, -1.55521, 3.39897], [0.93327, -2.00860, 4.75293], [1.59457, -1.14700, 5.81989], [1.61903, 0.37030, 5.53852], [1.96629, 0.68430, 4.15352], [1.90781, 2.07974, 3.90166], [0.23929, 0.91362, 5.99775], [2.65708, 0.99847, 6.44907], [-0.11831, 0.27787, 2.76069], [3.31498, 0.08584, 2.15166], [2.15558, 1.20236, 1.53812], [2.13186, -0.57399, 1.03470], [1.11217, -2.20811, 2.58093], [2.52213, -1.72011, 3.40263], [1.12663, -3.08105, 4.79158], [-0.14792, -1.89910, 4.91929], [2.62409, -1.52535, 5.90860], [1.18005, -1.31406, 6.81494], [0.19554, 1.98298, 5.77795], [-0.59607, 0.37049, 5.56471], [0.17645, 0.84622, 7.08495], [3.67702, 0.64413, 6.23607], [2.71986, 2.07894, 6.33167], [2.55664, 0.65237, 7.47985], [-0.75345, -0.00373, 3.59848], [-0.50986, -0.21631, 1.87439], [-0.17279, 1.36877, 2.68138], [2.83228, 2.33754, 3.99767]], "forces_ev_per_a": [[0.10, 1.36, 0.67], [0.32, 0.27, 0.99], [-0.37, -0.13, 0.01], [-0.35, -0.44, -0.34], [-0.28, -0.79, -0.29], [-0.16, -0.25, -0.09], [0.01, -0.33, -0.78], [0.29, -0.08, -0.11], [0.26, -0.09, 0.11], [0.27, 0.44, -0.13], [0.48, -0.28, -0.01], [-0.26, -0.08, -0.17], [0.34, 0.27, 0.17], [0.39, 0.32, 0.17], [-0.12, -0.36, 0.33], [-0.37, 0.18, -0.19], [-0.24, 0.26, 0.16], [-0.30, 0.14, -0.13], [0.05, 0.11, -0.21], [-0.08, -0.40, -0.05], [-0.80, 0.00, -0.38], [0.61, -0.42, 0.95], [-0.81, 0.06, -0.08], [0.80, -0.41, -1.42], [-0.05, 0.28, 0.16], [0.26, 0.31, -0.24], [0.22, -0.11, 0.09], [-0.05, 0.16, 0.06], [-0.19, -0.09, 0.34], [-0.05, 0.27, 0.51], [0.62, -0.02, -0.45], [-0.13, -0.54, 0.48], [-0.07, 0.15, -0.23], [-0.14, 0.16, -0.14], [-0.08, 0.43, 0.13], [-0.55, -0.07, 0.04], [-0.20, 0.06, -0.14], [0.35, -0.24, 0.18], [0.27, 0.13, 0.08], [0.07, -0.09, 0.01], [-0.90, -0.06, -1.01], [0.11, -0.37, -0.04], [0.02, 0.49, 0.53], [0.29, -0.41, -1.42], [0.04, 0.04, 0.11], [0.31, -0.25, 0.36], [0.38, 0.05, 0.22], [-0.01, 0.51, 0.60], [0.19, 0.09, -0.06], [-0.40, -0.11, 0.70], [0.74, 0.17, 0.35], [-0.57, 0.53, -0.35], [0.43, -0.45, 0.11], [0.78, 0.42, -0.35], [-0.05, -0.15, 0.03], [-0.36, -0.28, -0.14], [-0.28, 0.18, 0.01], [-0.21, 0.01, 0.16], [-0.39, -0.08, 0.01], [-0.07, -0.26, 0.04], [-0.08, -0.22, 0.15], [0.18, 1.03, 0.63], [-0.13, -0.78, -0.42], [-0.34, 0.25, 0.70], [0.05, 0.06, -0.13], [0.11, -0.22, -0.38], [0.06, -0.35, 0.09], [-0.29, 0.21, -0.08], [0.36, 0.09, -0.67], [-0.07, -0.22, 0.16], [0.14, 0.82, 0.54], [-0.82, -1.50, 0.47], [1.63, 0.10, -0.27], [-1.01, 0.79, -0.02], [1.48, -0.86, -0.16], [-1.25, -0.07, 0.77], [0.35, -0.97, -0.25], [-0.07, 0.00, 0.24], [0.48, 0.51, 0.04], [1.42, -0.42, 0.00], [0.50, 0.97, 0.36], [-0.03, -0.22, 0.11], [-0.10, -0.25, -0.68], [-0.35, 0.25, -0.21], [-0.49, 0.35, -0.07], [-0.07, -0.30, 0.23], [0.21, 0.04, 0.62], [-0.06, -0.05, -0.57], [0.08, 0.33, -0.08], [-0.25, 0.13, -0.07], [-0.28, -0.12, -0.26], [-0.06, 0.13, -0.03], [-0.04, -0.20, 0.00], [-0.22, -0.10, -0.52], [-0.40, 0.07, 0.44], [-0.56, 0.53, 0.09], [0.07, -0.12, 0.01], [0.17, 0.09, -0.18], [-0.38, -0.12, -0.35], [-0.09, 0.12, -0.17]], "gap_ev": 8.8600, "homo_energy_ev": -8.55, "fmax_ev_per_a": 1.77, "energy_ev": -118549.37009}


{"formula": "C23H62HgN5O6", "method": "ωB97M-V/def2-TZVPD", "species": ["Hg", "C", "C", "C", "O", "H", "H", "H", "H", "H", "H", "H", "C", "C", "C", "O", "C", "N", "H", "H", "H", "H", "H", "H", "H", "H", "H", "H", "H", "C", "C", "C", "O", "C", "N", "H", "H", "H", "H", "H", "H", "H", "H", "H", "H", "H", "C", "C", "C", "O", "C", "N", "H", "H", "H", "H", "H", "H", "H", "H", "H", "H", "H", "C", "C", "C", "O", "C", "N", "H", "H", "H", "H", "H", "H", "H", "H", "H", "H", "H", "C", "C", "C", "O", "C", "N", "H", "H", "H", "H", "H", "H", "H", "H", "H", "H", "H"], "coordinates": [[19.91229, 20.63530, -19.93866], [19.36704, 18.62683, -16.07874], [19.60215, 19.92771, -16.82723], [20.18871, 21.06428, -15.98077], [20.35600, 19.73693, -18.00718], [20.35232, 18.22809, -15.80361], [18.85638, 17.85169, -16.63822], [18.94710, 18.82234, -15.09432], [18.58395, 20.27319, -17.06838], [19.95763, 20.92260, -14.91813], [19.55002, 21.94840, -16.11262], [21.23218, 21.35760, -16.06435], [19.15829, 18.18337, -12.33960], [18.06291, 18.32522, -11.26886], [16.63771, 18.49238, -11.81127], [15.89790, 18.90182, -10.66325], [14.49735, 18.73655, -10.78383], [18.05695, 17.03418, -10.54423], [20.13397, 18.18185, -11.85605], [19.16937, 18.99566, -13.06324], [18.95277, 17.18795, -12.73501], [18.30949, 19.13644, -10.58694], [16.27819, 17.55189, -12.23566], [16.55708, 19.30691, -12.54539], [14.08668, 19.07605, -9.83214], [14.19420, 17.69049, -10.88106], [14.13308, 19.40386, -11.57009], [17.84188, 16.23715, -11.13187], [17.27409, 17.10757, -9.89986], [23.77555, 17.23650, -17.07253], [23.05247, 16.80721, -18.36630], [23.44467, 15.42891, -18.82151], [23.07342, 15.27951, -20.18550], [22.83013, 13.91684, -20.51524], [21.63047, 16.99952, -18.12483], [23.95234, 16.35692, -16.44802], [23.25754, 18.04104, -16.56017], [24.80278, 17.51079, -17.33702], [23.42972, 17.49274, -19.14564], [22.83095, 14.72482, -18.24064], [24.49843, 15.18598, -18.65649], [21.94016, 13.48772, -20.05416], [23.72539, 13.34836, -20.24032], [22.78848, 13.89479, -21.60277], [21.31704, 17.95241, -17.97108], [21.13873, 16.70202, -18.96504], [14.66655, 19.36606, -18.43829], [15.24641, 18.73293, -17.17901], [14.11649, 18.07050, -16.42164], [14.60159, 17.76109, -15.11998], [13.55994, 17.37618, -14.25362], [16.33581, 17.81857, -17.54292], [15.30060, 19.47906, -19.32207], [14.09703, 20.28266, -18.28537], [13.96200, 18.62459, -18.83915], [15.63772, 19.51634, -16.51433], [13.80805, 17.09718, -16.82284], [13.25533, 18.74781, -16.40514], [13.95694, 17.21270, -13.25419], [13.01058, 16.49630, -14.60109], [12.86388, 18.21966, -14.15111], [16.61280, 17.28438, -16.72588], [17.12476, 18.40748, -17.78192], [24.83354, 21.11076, -16.66473], [24.39870, 21.77759, -17.97412], [25.47337, 22.52348, -18.74767], [26.15230, 23.51037, -18.02888], [25.45801, 24.64115, -17.56444], [23.69881, 20.80382, -18.84167], [25.30374, 20.13674, -16.79686], [23.99439, 21.05123, -15.97091], [25.56447, 21.75890, -16.17131], [23.66723, 22.53261, -17.65589], [25.03073, 22.97327, -19.65221], [26.22110, 21.81749, -19.11972], [25.42036, 25.40813, -18.34819], [26.10348, 25.09271, -16.81005], [24.48356, 24.46471, -17.10531], [24.43735, 20.21743, -19.22135], [23.11899, 20.20716, -18.25718], [21.86616, 24.51247, -18.78618], [20.99078, 23.26332, -18.65696], [19.49804, 23.55286, -18.78080], [18.72308, 22.38049, -18.89268], [17.31700, 22.53075, -18.81154], [21.38472, 22.41114, -19.83931], [22.91403, 24.29513, -18.98291], [21.82515, 25.03340, -17.82518], [21.52902, 25.23061, -19.53675], [21.14054, 22.80109, -17.68480], [19.37591, 24.25959, -19.61363], [19.16450, 24.11909, -17.90424], [16.97746, 23.26108, -19.54901], [17.01461, 22.87573, -17.81792], [16.79987, 21.58250, -18.94476], [21.52931, 23.06908, -20.60248], [22.34269, 22.05257, -19.65258]], "forces_ev_per_a": [[1.03, -0.31, 1.68], [1.91, -0.03, 0.66], [-1.11, 0.40, -0.31], [-1.31, 0.65, 1.12], [0.07, -0.10, -1.08], [-0.02, -0.23, -0.23], [-0.16, 0.13, -0.04], [-0.66, 0.01, -0.29], [0.07, 0.10, -0.24], [0.46, -0.53, 0.01], [0.44, 0.22, -0.57], [0.12, -0.47, -0.28], [-0.60, 0.06, 0.84], [0.08, -1.55, -1.01], [0.51, 1.61, 0.47], [-0.28, -0.77, -0.11], [0.36, 0.63, 0.68], [0.07, 0.75, 1.20], [-0.02, -0.19, 0.04], [-0.23, -0.18, -0.21], [0.46, 0.21, -0.81], [-0.24, -0.04, 0.17], [-0.07, -0.01, -0.05], [0.00, -0.19, -0.27], [-0.08, 0.09, -0.07], [0.08, 0.00, -0.45], [-0.32, -0.37, -0.20], [0.11, 0.22, -0.38], [0.18, -0.24, 0.25], [1.03, -1.14, -0.81], [0.83, 2.08, 0.72], [-1.39, -0.52, 0.14], [-0.29, -0.05, 0.26], [1.18, 0.44, -0.50], [-0.60, -1.22, -0.94], [-0.58, 0.20, 0.45], [0.03, -0.05, 0.15], [-0.10, 0.45, 0.08], [-0.13, -0.06, -0.17], [0.24, -0.07, 0.20], [0.09, 0.23, -0.08], [-0.07, 0.16, 0.08], [-0.21, -0.32, 0.12], [-0.36, -0.16, 0.02], [0.53, 0.12, 0.05], [-0.15, -0.14, 0.15], [-0.88, -0.81, -0.87], [0.33, 0.58, -0.34], [0.61, -0.75, 0.61], [0.02, 0.26, 0.14], [-0.28, 0.64, 0.22], [-0.42, 0.02, 0.06], [0.65, 0.24, 0.50], [0.13, 0.04, 0.23], [-0.20, 0.16, 0.06], [-0.18, 0.07, 0.09], [-0.07, 0.28, -0.71], [-0.02, 0.00, 0.23], [0.23, -0.25, -0.15], [0.10, -0.05, -0.04], [-0.21, -0.17, -0.06], [-0.02, 0.00, 0.02], [0.15, -0.21, -0.08], [0.73, 0.90, 0.14], [-0.81, -0.27, 1.03], [-0.22, 0.04, -0.69], [0.37, -0.60, 0.60], [0.66, 0.68, -0.11], [0.37, 0.69, -0.27], [-0.12, -0.05, -0.12], [-0.08, -0.33, -0.12], [0.04, -0.08, 0.03], [-0.12, -0.01, -0.21], [-0.20, -0.09, 0.01], [0.16, 0.06, 0.18], [-0.50, -0.16, -0.15], [-0.09, -0.17, 0.16], [-0.04, -0.19, -0.16], [-0.28, -0.26, -0.19], [0.01, -0.07, -0.04], [-0.61, 0.64, 1.16], [0.01, 0.14, -1.28], [0.09, 1.52, 0.38], [0.30, -0.44, -0.19], [-0.71, 0.73, 0.37], [0.30, -0.06, 0.44], [-0.04, -0.29, 0.03], [0.16, 0.19, -0.10], [-0.17, -0.22, -0.14], [0.40, -0.63, -0.38], [-0.39, -0.41, -0.32], [0.07, -0.13, 0.14], [-0.09, -0.10, -0.05], [0.24, 0.16, 0.01], [0.40, -0.17, -0.30], [-0.37, -0.18, -0.25], [-0.29, -0.68, -0.01]], "gap_ev": 4.7869, "homo_energy_ev": -10.56, "fmax_ev_per_a": 2.36, "energy_ev": -48755.21777, "total_charge": 1}